Formula: C6H10N
Source: the Open Molecules 2025 dataset
Level of theory: ωB97M-V/def2-TZVPD

```
17
C6H10N | the Open Molecules 2025 dataset | ωB97M-V/def2-TZVPD
C 0.748 -0.661 1.050
C -0.652 -0.529 1.297
C 1.145 -0.435 -0.348
C -0.081 0.400 0.057
C 2.468 0.228 -0.518
C -2.639 0.208 -0.087
N -1.333 -0.391 -0.050
H 1.437 -0.482 1.877
H 0.947 -1.039 -1.185
H -0.027 1.472 0.419
H 2.903 0.529 0.487
H 2.205 1.135 -1.001
H 3.123 -0.396 -1.025
H -2.559 1.275 -0.319
H -3.180 -0.260 -0.909
H -3.209 0.015 0.968
H -1.296 -1.070 -0.712
```

Computed properties:
ΔE to the lowest compared entry with this formula, charge and spin, kcal/mol: 106.7
Calculated total energy, Ha: -288.91295
Total charge: +1
LUMO energy, eV: -3.41
E_HOMO, hartree: -0.510
HOMO-LUMO gap, eV: 10.467
Multiplicity: 1


Formula: H4O2
Source: the Open Molecules 2025 dataset
Level of theory: ωB97M-V/def2-TZVPD

```
6
H4O2 | the Open Molecules 2025 dataset | ωB97M-V/def2-TZVPD
O -1.359 -0.179 -0.143
H -1.555 -1.063 0.224
H -1.720 0.472 0.475
O 1.471 0.202 -0.070
H 1.573 0.519 0.854
H 0.635 -0.268 0.001
```

Computed properties:
ΔE to the lowest compared entry with this formula, charge and spin, kcal/mol: 3.5
Calculated total energy, Ha: -152.86931
Total charge: 0
LUMO energy, eV: 0.59
E_HOMO, hartree: -0.402
HOMO-LUMO gap, eV: 11.538
SMILES: O.O
Multiplicity: 1


Formula: C28H24BrN5O3Ti
Source: the Open Molecules 2025 dataset
Level of theory: ωB97M-V/def2-TZVPD

```
62
C28H24BrN5O3Ti | the Open Molecules 2025 dataset | ωB97M-V/def2-TZVPD
Ti 0.633 -0.052 0.674
O 0.280 -1.898 -2.900
C -0.375 -3.062 -2.680
C -0.663 -3.873 -3.773
C -1.326 -5.074 -3.591
C -1.723 -5.480 -2.324
C -1.436 -4.669 -1.237
C -0.756 -3.468 -1.395
C -0.372 -2.655 -0.180
O -0.368 -1.296 -0.396
N 0.995 -3.075 0.244
N 1.838 -2.084 0.543
C 3.156 -2.478 0.597
C 4.178 -1.639 0.609
Br 2.318 0.848 2.291
C 5.179 -0.806 0.571
C 5.888 -0.217 1.720
C 5.508 -0.480 3.035
C 6.201 0.089 4.088
C 7.281 0.930 3.845
C 7.664 1.199 2.540
C 6.970 0.627 1.484
H 0.184 -1.362 -2.085
H -0.363 -3.537 -4.757
H -1.545 -5.695 -4.451
H -2.254 -6.412 -2.186
H -1.743 -4.967 -0.241
H -1.050 -2.903 0.647
H 1.379 -3.880 -0.240
H 3.350 -3.550 0.593
H 5.557 -0.522 -0.411
H 4.653 -1.117 3.223
H 5.892 -0.114 5.105
H 7.818 1.376 4.671
H 8.502 1.855 2.342
H 7.267 0.838 0.463
O -1.677 2.994 -0.847
C -0.787 2.217 -0.523
N -0.758 1.400 0.537
C -1.932 1.356 1.373
C -1.718 0.390 2.509
C -2.533 0.404 3.635
C -2.308 -0.506 4.647
C -1.259 -1.410 4.530
C -0.473 -1.349 3.399
N -0.702 -0.477 2.411
C 0.460 2.099 -1.381
C 0.665 2.955 -2.447
C 1.820 2.812 -3.198
C 2.731 1.822 -2.865
C 2.453 1.002 -1.787
N 1.341 1.136 -1.065
H -2.808 1.033 0.794
H -2.184 2.342 1.777
H -3.330 1.133 3.703
H -2.935 -0.507 5.530
H -1.041 -2.130 5.305
H 0.384 -1.998 3.264
H -0.085 3.704 -2.656
H 2.009 3.468 -4.038
H 3.643 1.681 -3.428
H 3.128 0.213 -1.480
```

Computed properties:
ΔE to the lowest compared entry with this formula, charge and spin, kcal/mol: 0.0
Calculated total energy, Ha: -5004.49068
Total charge: 0
LUMO energy (spin up / spin down), eV: 0.08 / -0.49
E_HOMO (spin up / spin down), hartree: -0.271 / -0.314
HOMO-LUMO gap (spin up / spin down), eV: 7.450 / 8.042
Multiplicity: 3


Formula: C5H12ClN4O
Source: the Open Molecules 2025 dataset
Level of theory: ωB97M-V/def2-TZVPD

```
23
C5H12ClN4O | the Open Molecules 2025 dataset | ωB97M-V/def2-TZVPD
C -2.021 -1.359 -0.352
C -0.874 0.457 -1.187
C 1.716 1.263 0.670
C 2.142 -0.272 -1.352
C 1.411 0.031 -0.019
N -2.078 -0.310 -1.170
N -0.791 -1.106 0.423
N -0.051 -0.204 -0.145
N -1.479 -0.477 2.067
O -2.612 -2.340 -0.255
Cl -1.189 2.270 -0.614
H -0.419 0.450 -2.190
H 1.741 2.234 0.073
H 0.908 1.521 1.439
H 2.598 1.158 1.356
H 3.076 -0.686 -1.265
H 2.376 0.642 -2.041
H 1.492 -1.022 -1.896
H 1.759 -0.759 0.718
H -2.958 -0.198 -1.612
H -2.472 -0.603 2.118
H -1.081 0.386 2.386
H -1.194 -1.076 2.849
```

Computed properties:
ΔE to the lowest compared entry with this formula, charge and spin, kcal/mol: 0.0
Calculated total energy, Ha: -951.82295
Total charge: +1
LUMO energy, eV: -4.76
E_HOMO, hartree: -0.522
HOMO-LUMO gap, eV: 9.454
Multiplicity: 1


Formula: C13H22MoN7O2
Source: the Open Molecules 2025 dataset
Level of theory: ωB97M-V/def2-TZVPD

```
45
C13H22MoN7O2 | the Open Molecules 2025 dataset | ωB97M-V/def2-TZVPD
Mo -0.286 -0.716 1.298
N 1.010 0.205 2.816
C 0.540 -0.149 4.205
C -0.571 -1.179 4.173
O -1.051 -1.733 5.079
O -1.005 -1.421 2.833
H 1.987 -0.069 2.723
H 1.017 1.222 2.730
H 0.177 0.739 4.724
H 1.363 -0.551 4.795
C -0.750 1.540 -4.076
C -0.341 0.113 -3.779
N -0.414 -0.110 -2.321
C -1.168 0.605 -1.496
N -1.141 0.256 -0.144
C -2.236 0.795 0.692
C -2.411 2.275 0.418
C -2.776 2.429 -1.044
N -1.932 1.588 -1.916
C -2.057 1.846 -3.374
H -0.876 1.668 -5.150
H 0.023 2.240 -3.752
H 0.681 -0.086 -4.095
H -0.999 -0.602 -4.275
H 0.010 -0.939 -1.939
H -1.945 0.652 1.763
H -3.152 0.220 0.545
H -1.482 2.806 0.640
H -3.198 2.696 1.042
H -2.643 3.462 -1.363
H -3.817 2.155 -1.225
H -2.332 2.892 -3.487
H -2.877 1.236 -3.758
N 4.881 -1.912 0.014
C 3.645 -1.996 0.421
C 2.594 -1.119 -0.078
N 1.357 -1.442 0.154
C 1.035 -2.531 0.947
C 2.111 -3.155 1.651
N 3.360 -2.874 1.415
H 5.179 -1.299 -0.733
H 5.581 -2.512 0.442
H 2.818 -0.180 -0.572
H 0.185 -3.149 0.659
H 1.904 -3.918 2.398
```

Computed properties:
ΔE to the lowest compared entry with this formula, charge and spin, kcal/mol: 6.7
Calculated total energy, Ha: -1109.53452
Total charge: +3
LUMO energy (spin up / spin down), eV: -11.76 / -11.67
E_HOMO (spin up / spin down), hartree: -0.703 / -0.702
HOMO-LUMO gap (spin up / spin down), eV: 7.357 / 7.425
Multiplicity: 1


Formula: C4H11N2O
Source: the Open Molecules 2025 dataset
Level of theory: ωB97M-V/def2-TZVPD

```
18
C4H11N2O | the Open Molecules 2025 dataset | ωB97M-V/def2-TZVPD
C -2.027 -1.340 -0.995
N -2.116 0.035 -0.443
C -0.903 0.729 -0.517
O -0.420 1.525 -1.274
C 0.060 0.186 0.576
N 1.466 0.115 0.050
C 2.392 0.704 1.067
H -1.418 -1.351 -1.882
H -3.040 -1.686 -1.194
H -1.771 -2.043 -0.195
H -2.980 0.529 -0.587
H -0.161 -0.789 1.013
H -0.095 0.848 1.429
H 1.773 -0.814 -0.211
H 1.476 0.603 -0.851
H 3.446 0.599 0.826
H 2.147 1.762 1.103
H 2.169 0.386 2.084
```

Computed properties:
ΔE to the lowest compared entry with this formula, charge and spin, kcal/mol: 50.2
Calculated total energy, Ha: -343.48415
Total charge: +1
LUMO energy, eV: -3.29
E_HOMO, hartree: -0.511
HOMO-LUMO gap, eV: 10.597
SMILES: CNC(=O)C[NH2+]C
Multiplicity: 1